{"formula": "C15H37BrFO8P2S2", "method": "wB97M-V/def2-TZVPD", "charge": 1, "energy_ha": -5348.3617, "lumo_ev": -5.6, "gap_ev": 6.408, "elements": ["C", "C", "F", "C", "S", "S", "Br", "H", "H", "H", "H", "H", "H", "H", "O", "P", "O", "C", "C", "O", "C", "C", "O", "C", "C", "H", "H", "H", "H", "H", "H", "H", "H", "H", "H", "H", "H", "H", "H", "H", "O", "P", "O", "C", "C", "O", "C", "C", "O", "C", "C", "H", "H", "H", "H", "H", "H", "H", "H", "H", "H", "H", "H", "H", "H", "H"], "positions_angstrom": [[0.2997, 2.6891, 4.5052], [-0.5064, 3.3030, 3.3409], [0.0888, 4.4395, 2.8352], [-0.9129, 2.3237, 2.2289], [0.4578, 1.5755, 1.2678], [0.6813, -0.3612, 1.9987], [2.3677, 2.5733, 1.6554], [0.2736, 1.5967, 4.4854], [1.3147, 3.0913, 4.5633], [-0.1735, 2.9848, 5.4479], [-1.4498, 3.6527, 3.7821], [-1.4356, 1.4919, 2.7147], [-1.6238, 2.8448, 1.5726], [1.0241, -0.1369, 3.2982], [-3.6404, 2.0059, 0.0111], [-4.7970, 1.4063, -0.7467], [-6.0780, 1.9330, 0.1264], [-6.4527, 3.3136, 0.0310], [-7.1250, 3.6309, -1.2921], [-4.6410, -0.1424, -0.2031], [-3.4166, -0.6006, 0.3427], [-3.4678, -0.5406, 1.8549], [-5.7033, 0.8970, -2.0137], [-6.4297, -0.3438, -2.0576], [-7.5158, -0.4823, -1.0160], [-5.5748, 3.9487, 0.1801], [-7.1445, 3.5078, 0.8501], [-6.4221, 3.5327, -2.1236], [-7.5087, 4.6515, -1.2919], [-7.9483, 2.9434, -1.4833], [-2.5734, -0.0329, -0.0540], [-3.2797, -1.6354, 0.0209], [-3.7702, 0.4470, 2.2088], [-2.4923, -0.7833, 2.2867], [-4.2016, -1.2457, 2.2458], [-5.7397, -1.1854, -2.0310], [-6.8930, -0.3659, -3.0454], [-7.1100, -0.5596, -0.0087], [-8.0953, -1.3863, -1.2092], [-8.1879, 0.3756, -1.0337], [4.6042, -1.3689, -3.2460], [5.6324, -1.5036, -2.1659], [5.7687, -3.1313, -2.0266], [6.4526, -3.8502, -3.0609], [7.9549, -3.6401, -3.0032], [4.6545, -1.1481, -0.8814], [3.4341, -0.4447, -1.0500], [2.2681, -1.4127, -1.0881], [6.9696, -1.1882, -1.2601], [7.0149, -1.2165, 0.1710], [6.7153, -2.5624, 0.7919], [6.0592, -3.5590, -4.0384], [6.2237, -4.9052, -2.9132], [8.2163, -2.6056, -3.2407], [8.4603, -4.2897, -3.7184], [8.3379, -3.8481, -2.0042], [3.4595, 0.1859, -1.9378], [3.3274, 0.2239, -0.1878], [2.4214, -2.1984, -1.8262], [1.3345, -0.8917, -1.3215], [2.1574, -1.9098, -0.1218], [6.3780, -0.4346, 0.5838], [8.0386, -0.9383, 0.4290], [5.6768, -2.8567, 0.6489], [6.9031, -2.5212, 1.8665], [7.3395, -3.3423, 0.3567]], "forces_ev_per_a": [[-0.2, 0.5, 0.2], [-0.4, -0.3, 1.0], [0.2, -0.2, -0.3], [0.0, 1.0, 1.1], [0.0, -0.6, 0.1], [0.1, 0.3, 0.0], [-0.6, -0.1, 0.0], [0.2, 0.1, 0.0], [-0.1, -0.3, -0.3], [0.1, -0.1, -0.2], [-0.1, -0.2, -0.4], [0.2, 0.0, -0.3], [0.5, -0.4, -0.5], [-0.2, 0.3, -0.4], [0.4, 1.5, -3.3], [-3.2, -4.3, 4.9], [0.6, 0.3, -0.7], [-0.2, 0.3, 0.0], [0.1, -0.1, -0.1], [0.2, 0.3, -0.6], [0.1, -0.2, 0.4], [0.0, 0.0, 0.3], [2.2, 2.6, -0.5], [-0.4, -1.0, -0.4], [0.1, 0.3, 0.4], [0.0, -0.1, 0.1], [0.1, -0.2, 0.1], [0.0, 0.1, 0.0], [0.0, 0.0, 0.0], [0.0, 0.0, 0.1], [0.0, 0.1, 0.0], [-0.1, 0.0, -0.1], [0.1, 0.1, -0.2], [0.0, -0.1, 0.0], [0.1, -0.1, 0.0], [0.1, 0.1, 0.2], [0.2, 0.3, 0.0], [0.0, 0.0, 0.0], [0.1, 0.0, -0.2], [0.0, 0.0, -0.1], [2.9, 1.8, -1.4], [-3.6, -3.6, 5.0], [0.3, 0.7, -0.4], [0.2, -0.3, -0.2], [0.0, 0.2, 0.0], [0.4, 0.4, 0.0], [-0.3, -0.2, 0.0], [-0.1, -0.1, 0.1], [0.0, 1.0, -3.1], [0.2, 0.3, 0.9], [-0.3, -0.2, -0.2], [-0.1, 0.0, 0.0], [-0.1, 0.1, 0.1], [0.0, 0.0, 0.0], [0.0, 0.0, 0.0], [0.0, -0.1, 0.0], [0.0, -0.1, -0.1], [0.1, -0.1, 0.1], [0.0, 0.2, -0.1], [0.0, 0.0, 0.0], [0.0, 0.0, 0.0], [-0.1, -0.1, -0.2], [0.0, 0.0, -0.3], [0.0, 0.0, 0.0], [0.1, 0.1, 0.0], [0.1, 0.0, 0.1]]}